# 1
Entry from the OMol25 dataset: a structure of composition C46H51BrF9N2OP2SY (ωB97M-V/def2-TZVPD).

```
114
Properties=species:S:1:pos:R:3:lowdin_charge:R:1
Y 0.16991 0.79286 -1.28720 1.23
C 2.32307 5.87637 -4.19915 -0.01
C 2.07167 4.34882 -4.02021 -0.17
C 2.69861 3.44221 -4.95113 0.05
C 2.36705 2.10717 -4.81225 -0.07
C 1.87293 1.75673 -3.56758 -0.56
Br 2.27474 -0.19563 -2.97465 0.82
N 1.19335 2.52400 -2.75287 -0.06
C 1.31196 3.88088 -2.96480 -0.05
H 1.59215 6.43197 -4.77420 0.09
H 3.30484 6.00810 -4.64277 0.08
H 2.38959 6.38450 -3.22613 0.07
H 3.31455 3.85301 -5.76928 0.15
H 2.67520 1.32467 -5.52140 0.13
H 0.97130 4.54483 -2.19168 0.10
S -3.79468 0.17705 -4.02932 0.76
C -2.55460 0.57215 -3.19363 -0.96
N -1.64100 0.82771 -2.40905 -0.17
O 0.07197 -1.25102 -0.50133 -0.54
P 0.10996 -2.81492 -0.39731 0.96
C -1.55209 -3.31849 0.41897 -0.34
C -2.77626 -2.89937 -0.37106 -0.20
C -4.07570 -3.24985 0.32485 -0.18
C -4.03231 -4.39838 1.33855 -0.21
C -3.01914 -5.40902 0.93560 -0.20
C -1.53964 -4.82650 0.73227 -0.18
C 0.20536 -3.67039 -1.97764 -0.35
C 1.59043 -4.23126 -2.34623 -0.19
C 1.46663 -5.31801 -3.43441 -0.19
C 0.44918 -4.92470 -4.44168 -0.21
C 0.28681 -3.40464 -4.51088 -0.18
C -0.18807 -2.81788 -3.18805 -0.20
C 1.38610 -3.17496 0.93266 -0.27
C 2.68564 -2.38088 0.42999 -0.22
C 3.99382 -3.12167 0.42308 -0.20
C 4.15421 -3.76332 1.80326 -0.20
C 3.02849 -4.75319 2.19391 -0.18
C 1.75294 -4.64648 1.32194 -0.19
H -1.48844 -2.84761 1.39989 0.12
H -2.72511 -3.42513 -1.31883 0.11
H -2.67996 -1.81697 -0.54143 0.11
H -4.81827 -3.39723 -0.44351 0.11
H -4.47039 -2.32158 0.86656 0.13
H -5.00975 -4.87904 1.36608 0.12
H -3.68282 -4.19283 2.39244 0.14
H -3.30949 -5.90761 0.00569 0.11
H -2.89774 -6.19504 1.70535 0.12
H -1.08846 -5.48339 -0.02970 0.10
H -0.98715 -5.01843 1.69525 0.10
H -0.40923 -4.54718 -1.79431 0.12
H 2.15847 -4.66008 -1.46961 0.10
H 2.20197 -3.37697 -2.73092 0.11
H 1.16706 -6.21834 -2.94056 0.11
H 2.45188 -5.55925 -3.87690 0.13
H -0.54799 -5.44334 -4.32329 0.14
H 0.78958 -5.30947 -5.44951 0.14
H -0.35992 -3.13719 -5.32042 0.11
H 1.28431 -3.01942 -4.77170 0.11
H -1.25627 -2.70611 -3.17548 0.11
H 0.33067 -1.83817 -3.03310 0.01
H 0.96172 -2.67568 1.80257 0.11
H 2.79396 -1.56306 1.15056 0.09
H 2.46593 -1.82593 -0.48905 0.04
H 4.87541 -2.49173 0.21434 0.12
H 3.97316 -3.96842 -0.35712 0.13
H 4.08403 -2.93842 2.55644 0.11
H 5.09832 -4.31754 2.04536 0.13
H 2.70977 -4.46878 3.22449 0.12
H 3.47726 -5.79114 2.16171 0.13
H 0.95083 -5.19033 1.90289 0.11
H 1.90642 -5.24007 0.40422 0.10
F 2.77128 -0.62124 6.10648 0.13
C 1.48713 -0.15512 6.11455 -0.48
F 1.22169 0.53315 7.27243 0.14
F 0.69989 -1.30805 6.07484 0.10
C 1.18861 0.65647 4.85635 -0.07
C 0.08951 1.53486 4.86727 0.02
C -0.24350 2.25078 3.73036 -0.07
C 0.35612 1.96055 2.49753 -0.36
C 1.43516 1.00412 2.44271 -0.08
C 1.80498 0.34628 3.61118 0.00
P -0.28110 2.69520 0.95247 1.05
C -2.12657 2.99856 1.25879 -0.33
C -2.87923 1.94818 1.88435 -0.08
C -4.21796 2.09352 1.95572 -0.01
C -4.94010 3.19842 1.47124 -0.10
C -4.20754 4.19336 0.81803 0.03
C -2.81981 4.12344 0.82543 -0.08
C -6.40020 3.29156 1.43585 -0.44
F -6.84987 4.37098 2.26580 0.07
F -6.93401 3.55177 0.16911 0.11
F -7.10347 2.24894 1.96946 0.13
C 0.31881 4.42017 0.92689 -0.36
C 1.41387 4.79665 0.19640 -0.11
C 1.85054 6.13095 0.06654 0.00
C 1.22029 7.09364 0.78352 -0.10
C 0.14872 6.73049 1.68198 0.05
C -0.27266 5.42634 1.72547 -0.09
C 1.62353 8.50874 0.79201 -0.46
F 1.57608 9.13146 -0.47123 0.09
F 0.68632 9.22410 1.55734 0.08
F 2.88802 8.70308 1.25739 0.15
H -0.48481 1.60087 5.76453 0.13
H -1.02272 3.07061 3.77350 0.14
H 1.87637 0.77078 1.42867 0.09
H 2.60831 -0.41069 3.53264 0.13
H -2.33849 1.15975 2.39053 0.10
H -4.79743 1.31678 2.49552 0.14
H -4.75239 4.98505 0.30305 0.14
H -2.18958 4.97311 0.42816 0.12
H 1.89149 4.03773 -0.46504 0.09
H 2.61811 6.32097 -0.70086 0.14
H -0.41622 7.47824 2.29409 0.15
H -0.98593 5.10449 2.43132 0.09
```

Calculated values
gap between HOMO and LUMO	7.721	eV
E_tot	-178503.198	eV
total charge	+2
molar mass	1081.7	g mol⁻¹
relative energy (zero: lowest compared OMol25 entry of this formula, charge and spin)	136.1	kJ/mol


# 2
Entry from the OMol25 dataset: a structure of composition C46H51BrMoNO4P2S6 (ωB97M-V/def2-TZVPD).

```
112
Properties=species:S:1:pos:R:3:lowdin_spin:R:1
Mo -0.49440 -0.93320 -0.46010 1.67
C 5.11480 6.61110 -1.84300 0.00
C 4.42120 5.81120 -0.73590 0.00
C 5.41020 5.63720 0.42430 0.00
C 3.19760 6.61000 -0.26300 0.00
C 3.93710 4.45290 -1.22060 0.00
C 3.39620 3.54100 -0.32760 0.00
C 2.85170 2.36390 -0.79110 0.00
Br 2.18970 1.11330 0.51560 0.02
C 2.75960 2.00950 -2.15180 0.00
O 2.01750 1.01120 -2.56310 -0.01
C 3.50300 2.84190 -3.02950 0.00
C 4.00990 4.04070 -2.54200 0.00
C 3.77730 2.53630 -4.50440 0.00
C 2.84040 3.39930 -5.36170 0.00
C 3.59490 1.06150 -4.87150 0.00
C 5.24930 2.85860 -4.82710 0.00
H 5.45920 7.56520 -1.44810 0.00
H 4.42490 6.81780 -2.65740 0.00
H 5.97660 6.07660 -2.23570 0.00
H 5.82000 6.60130 0.72330 0.00
H 6.23020 4.98810 0.12540 0.00
H 4.92750 5.19480 1.29000 0.00
H 3.49090 7.58420 0.12500 0.00
H 2.65870 6.07770 0.51600 0.00
H 2.51970 6.76490 -1.09940 0.00
H 3.37810 3.72500 0.73340 0.00
H 4.48980 4.69160 -3.24960 0.00
H 1.80480 3.17910 -5.11250 0.00
H 2.99000 3.20820 -6.42290 0.00
H 3.01510 4.45670 -5.17610 0.00
H 2.57620 0.73370 -4.71540 0.00
H 4.24440 0.43520 -4.26200 0.00
H 3.85320 0.90710 -5.92020 0.00
H 5.46900 3.92200 -4.79430 0.00
H 5.49600 2.50570 -5.82760 0.00
H 5.89270 2.34630 -4.11320 0.00
C -6.31130 1.44640 1.28090 0.00
C -5.59740 0.28000 1.48940 0.00
C -4.28110 0.19580 1.07630 0.00
C -3.64060 1.28650 0.50810 0.00
C -4.37070 2.44450 0.26750 0.00
C -5.69830 2.51710 0.64960 0.00
P -1.89460 1.11900 -0.03580 0.01
C -1.25190 2.81070 -0.07630 0.00
C -1.60220 3.79910 0.83440 0.00
C -1.12180 5.08460 0.66380 0.00
C -0.27670 5.37800 -0.39400 0.00
C 0.11790 4.38140 -1.27390 0.00
C -0.37670 3.10160 -1.11730 0.00
C -2.45880 0.79970 -1.74150 0.04
C -3.25610 1.44590 -2.66790 0.00
C -3.89710 0.69010 -3.63990 0.03
C -3.78620 -0.69120 -3.61260 0.00
C -2.96060 -1.32390 -2.69210 0.02
C -2.21510 -0.59080 -1.76230 -0.01
H -7.34490 1.51390 1.59230 0.00
H -6.05990 -0.57010 1.96920 0.00
H -3.74330 -0.73160 1.19200 0.00
H -3.90320 3.28780 -0.22140 0.00
H -6.26240 3.41830 0.45350 0.00
H -2.24170 3.54410 1.66590 0.00
H -1.41530 5.86330 1.35410 0.00
H 0.07670 6.38970 -0.52850 0.00
H 0.80820 4.60120 -2.07690 0.00
H -0.09300 2.30320 -1.79490 0.00
H -3.38020 2.52030 -2.63640 0.00
H -4.53080 1.16960 -4.37500 0.00
H -4.34750 -1.28900 -4.32070 0.00
H -2.92880 -2.40970 -2.69930 0.00
C -0.07450 -2.29590 -2.54850 0.03
P 0.85960 -0.58720 -2.48840 0.01
C 0.07170 0.06670 -4.02160 0.01
C 2.39050 -1.46510 -2.99100 0.00
C 3.49680 -1.53260 -2.16080 0.00
C 4.58960 -2.29990 -2.52710 0.00
C 4.59650 -2.99210 -3.72550 0.00
C 3.50060 -2.90920 -4.56810 0.00
C 2.40230 -2.16040 -4.19470 0.00
H -0.75880 -2.41630 -3.38850 0.00
H -0.68770 -2.37910 -1.59900 0.01
H 0.62040 -3.14020 -2.52310 0.00
H 0.47030 -0.42810 -4.90570 0.00
H 0.25550 1.13330 -4.10150 0.00
H -0.99960 -0.10800 -3.96090 0.00
H 3.48420 -0.99580 -1.22590 0.00
H 5.43230 -2.36700 -1.85550 0.00
H 5.44770 -3.60010 -3.99850 0.00
H 3.48720 -3.45080 -5.50360 0.00
H 1.54000 -2.13100 -4.84610 0.00
C -3.70780 -0.60520 4.97670 0.00
S -2.00680 -0.71260 5.63150 0.00
C -1.42740 -2.26090 5.02230 0.01
C -1.57710 -2.76110 3.77210 0.00
S -2.42580 -1.97480 2.51550 0.05
S -0.85830 -4.33440 3.47200 0.00
C -0.15900 -4.54240 5.05250 0.00
S 0.72760 -5.84930 5.48360 0.00
S -0.47720 -3.21920 6.14270 0.00
H -4.30580 -0.15640 5.76170 0.00
H -4.06760 -1.60020 4.74830 0.00
H -3.71870 0.01290 4.08510 0.00
O -1.62440 1.10660 2.14790 0.00
S -0.85430 -0.12150 2.55020 0.02
N -0.10580 -0.63190 1.34480 0.01
C 2.07010 -4.04210 0.99090 0.00
C 0.95910 -3.16320 0.43420 0.01
O -0.23500 -3.43130 0.61710 0.03
O 1.33300 -2.16690 -0.24220 0.01
H 1.65750 -4.92870 1.46180 0.00
H 2.63920 -3.46010 1.71440 0.00
H 2.73820 -4.31290 0.17430 0.00
```

Calculated values
gap between HOMO and LUMO (alpha / beta)	6.589 / 6.553	eV
E_tot	-213697.400	eV
total charge	-1
spin multiplicity	3
molar mass	1112.1	g mol⁻¹
relative energy (zero: lowest compared OMol25 entry of this formula, charge and spin)	355.9	kJ/mol


| no. | strongest force on any atom (eV/A) |
| --- | --- |
| 1 | 4.874 |
| 2 | 1.983 |